Density functional theory data (ωB97M-V with the def2-TZVPD basis set) for a cluster of 5 separate species, C24H45I2NO18P4 in total in a non-equilibrium geometry.

Atoms and positions in Å:
I 8.564 -1.722 1.281
I 6.915 -0.009 -1.708
P 1.027 -2.743 5.223
P -10.902 0.146 -1.334
P 9.108 4.922 -1.576
P -4.555 -1.796 -3.510
O 8.331 3.989 -2.457
O 1.824 -1.580 6.001
O -10.343 0.676 -2.748
O -1.167 1.780 1.744
O -10.504 0.974 -0.149
O 1.290 -4.041 6.143
O -10.396 -1.384 -1.294
O -4.685 -0.218 -3.220
O 1.944 -3.000 3.925
O 10.160 5.864 -2.349
O -4.554 -1.893 -5.119
O -12.485 0.021 -1.597
O -5.566 -2.667 -2.826
O -3.023 -2.107 -3.126
O 10.015 4.221 -0.447
O 0.081 -2.699 -0.376
O -0.416 -2.445 4.950
O 8.213 5.978 -0.750
N -0.966 -0.544 0.656
C 0.801 -3.973 7.466
C 10.810 5.300 -3.466
C -4.203 -3.147 -5.665
C -8.997 -1.576 -1.322
C -13.341 0.179 -0.487
C 1.460 -0.252 5.695
C 7.491 6.916 -1.521
C 3.102 -1.052 0.064
C -0.425 0.803 1.176
C 9.621 2.942 0.000
C 5.601 -1.202 2.754
C 1.526 -0.641 0.370
C 3.460 -2.529 -0.551
C 2.331 1.994 1.288
C 6.476 -1.015 1.344
C 0.131 -1.479 0.164
C 5.816 -0.338 0.157
C 1.203 0.843 0.985
C -2.773 -2.506 -1.797
C -10.252 2.074 -2.908
C 3.900 1.610 0.995
C 1.302 -3.470 2.760
C 4.229 0.108 0.420
C -5.958 0.272 -2.860
H 4.597 -1.794 2.501
H -2.789 -3.598 -1.744
H 2.341 0.388 5.792
H -9.247 2.400 -2.626
H -4.504 -3.174 -6.715
H 2.010 3.046 1.699
H 0.505 -4.178 3.002
H 1.073 -0.164 4.676
H -3.514 -2.095 -1.105
H 10.016 2.188 -0.686
H 6.727 7.378 -0.892
H 5.264 -0.115 3.110
H 8.533 2.857 0.058
H -6.101 0.134 -1.785
H 4.618 -2.775 -0.587
H 0.700 0.081 6.406
H -13.523 1.245 -0.327
H -8.624 -1.426 -2.338
H 7.002 6.430 -2.369
H -4.707 -3.959 -5.133
H -1.188 -1.013 1.585
H 8.167 7.695 -1.884
H -6.003 1.341 -3.087
H -10.424 2.324 -3.958
H 11.813 5.729 -3.548
H 0.783 -4.980 7.889
H -8.774 -2.600 -1.012
H -3.120 -3.286 -5.605
H -10.992 2.600 -2.297
H 0.889 -2.618 2.214
H -14.294 -0.312 -0.702
H -8.495 -0.884 -0.640
H -0.214 -3.565 7.486
H 2.039 -3.971 2.127
H -6.753 -0.239 -3.409
H 4.809 2.351 1.174
H 3.052 -2.675 -1.653
H 6.184 -1.786 3.584
H 10.245 5.547 -4.369
H 1.461 -3.347 8.072
H -1.783 -2.151 -1.500
H -12.911 -0.265 0.415
H 10.042 2.769 0.994
H 2.966 -3.327 0.171
H 10.900 4.214 -3.377

As for the SMILES: C/C(I)=C(/I)c1ccc2c(c1C)C(=O)NC2=O.COP(=O)(OC)OC.COP(=O)(OC)OC.COP(=O)(OC)OC.COP(=O)(OC)OC. The calculation puts the highest occupied orbital energy at -8.96 eV. The frontier orbital gap is 7.1 eV. The calculation puts the molar mass at 1013.3 g/mol. As for the lowest unoccupied orbital energy: -1.900 eV. The spin multiplicity is 1.



Density functional theory data (ωB97M-V with the def2-TZVPD basis set) for a structure of composition C24H45N4OPV in a non-equilibrium geometry.

Atoms and positions in Å:
V 0.871 -0.769 0.624
P -0.138 1.646 -1.254
O 2.274 0.016 -0.018
N -0.310 -2.091 -0.461
N 0.665 -1.835 2.492
N 0.733 0.754 1.963
N -1.941 -3.450 -1.044
C 0.571 3.061 2.562
C 0.055 3.414 -3.392
C -1.643 -0.971 3.142
C -2.512 0.875 -0.120
C 0.997 1.100 -3.694
C 3.289 -0.379 -0.916
C 1.052 0.460 3.253
C 0.808 2.315 0.133
C -1.541 -2.536 -0.157
C 0.070 -2.745 -1.647
C -2.528 3.052 -1.352
C 0.816 2.265 -2.717
C 1.398 -3.111 2.335
C -0.941 -3.612 -2.002
C 0.764 2.753 3.906
C -1.966 1.622 -1.344
C -3.186 -4.187 -1.003
C 1.352 -0.973 3.500
C 1.066 1.436 4.256
C 0.607 2.053 1.605
C 2.203 2.813 -2.329
C 2.676 -2.945 1.553
C -2.325 0.839 -2.624
C -0.699 -2.144 3.020
H 2.436 -1.108 3.437
H -3.608 0.836 -0.206
H 1.019 3.375 -0.061
H 0.308 4.065 2.208
H 0.124 0.233 -1.203
H -1.015 -4.277 -2.825
H 0.043 0.733 -4.101
H 3.253 -3.868 1.689
H 2.802 -1.134 -1.587
H -2.146 -0.163 -0.080
H -4.048 -3.510 -1.017
H -2.235 3.603 -0.445
H -2.005 1.373 -3.536
H -1.290 -0.183 3.811
H 2.679 3.212 -3.237
H -3.626 2.977 -1.379
H -3.421 0.721 -2.653
H -2.174 -2.231 0.688
H -0.548 -2.585 4.020
H 0.728 -3.826 1.847
H 1.010 -2.547 -2.123
H 2.134 3.640 -1.610
H -0.890 3.107 -3.860
H 3.688 0.493 -1.502
H -2.258 1.381 0.823
H 4.045 -0.802 -0.212
H -3.265 -4.792 -0.090
H 1.312 1.137 5.285
H 1.758 1.903 -0.107
H -2.577 -1.328 3.593
H 1.583 -3.485 3.345
H 1.524 0.256 -3.225
H 1.617 1.453 -4.535
H 0.696 3.822 -4.190
H 2.490 -2.833 0.471
H -0.138 4.236 -2.689
H -2.205 3.625 -2.230
H -1.930 -0.500 2.195
H 0.667 3.546 4.659
H -1.146 -2.902 2.361
H 1.037 -1.279 4.508
H -3.249 -4.846 -1.869
H -1.864 -0.165 -2.617
H 2.850 2.023 -1.928
H 3.299 -2.110 1.904

Its net charge is +2. The calculation puts the highest occupied orbital energy (spin up / spin down) at -12.15 / -14.98 eV. The frontier orbital gap (spin up / spin down) is 7.1 / 9.8 eV. The calculation puts the molar mass at 487.6 g/mol. As for the lowest unoccupied orbital energy (spin up / spin down): -5.022 / -5.184 eV. The spin multiplicity is 4.



What did the second record say?
Density functional theory data (ωB97M-V with the def2-TZVPD basis set) for a structure of composition C24H45N4OPV in a non-equilibrium geometry.

Atoms and positions in Å:
V 0.871 -0.769 0.624
P -0.138 1.646 -1.254
O 2.274 0.016 -0.018
N -0.310 -2.091 -0.461
N 0.665 -1.835 2.492
N 0.733 0.754 1.963
N -1.941 -3.450 -1.044
C 0.571 3.061 2.562
C 0.055 3.414 -3.392
C -1.643 -0.971 3.142
C -2.512 0.875 -0.120
C 0.997 1.100 -3.694
C 3.289 -0.379 -0.916
C 1.052 0.460 3.253
C 0.808 2.315 0.133
C -1.541 -2.536 -0.157
C 0.070 -2.745 -1.647
C -2.528 3.052 -1.352
C 0.816 2.265 -2.717
C 1.398 -3.111 2.335
C -0.941 -3.612 -2.002
C 0.764 2.753 3.906
C -1.966 1.622 -1.344
C -3.186 -4.187 -1.003
C 1.352 -0.973 3.500
C 1.066 1.436 4.256
C 0.607 2.053 1.605
C 2.203 2.813 -2.329
C 2.676 -2.945 1.553
C -2.325 0.839 -2.624
C -0.699 -2.144 3.020
H 2.436 -1.108 3.437
H -3.608 0.836 -0.206
H 1.019 3.375 -0.061
H 0.308 4.065 2.208
H 0.124 0.233 -1.203
H -1.015 -4.277 -2.825
H 0.043 0.733 -4.101
H 3.253 -3.868 1.689
H 2.802 -1.134 -1.587
H -2.146 -0.163 -0.080
H -4.048 -3.510 -1.017
H -2.235 3.603 -0.445
H -2.005 1.373 -3.536
H -1.290 -0.183 3.811
H 2.679 3.212 -3.237
H -3.626 2.977 -1.379
H -3.421 0.721 -2.653
H -2.174 -2.231 0.688
H -0.548 -2.585 4.020
H 0.728 -3.826 1.847
H 1.010 -2.547 -2.123
H 2.134 3.640 -1.610
H -0.890 3.107 -3.860
H 3.688 0.493 -1.502
H -2.258 1.381 0.823
H 4.045 -0.802 -0.212
H -3.265 -4.792 -0.090
H 1.312 1.137 5.285
H 1.758 1.903 -0.107
H -2.577 -1.328 3.593
H 1.583 -3.485 3.345
H 1.524 0.256 -3.225
H 1.617 1.453 -4.535
H 0.696 3.822 -4.190
H 2.490 -2.833 0.471
H -0.138 4.236 -2.689
H -2.205 3.625 -2.230
H -1.930 -0.500 2.195
H 0.667 3.546 4.659
H -1.146 -2.902 2.361
H 1.037 -1.279 4.508
H -3.249 -4.846 -1.869
H -1.864 -0.165 -2.617
H 2.850 2.023 -1.928
H 3.299 -2.110 1.904

Its net charge is +2. The calculation puts the highest occupied orbital energy (spin up / spin down) at -12.15 / -14.98 eV. The frontier orbital gap (spin up / spin down) is 7.1 / 9.8 eV. The calculation puts the molar mass at 487.6 g/mol. As for the lowest unoccupied orbital energy (spin up / spin down): -5.022 / -5.184 eV. The spin multiplicity is 4.